The following is a DFT calculation (ωB97M-V/def2-TZVPD) of 2 unconnected molecules or ions with the total composition C9H14O.

Values from the calculation:
Molar mass: 138.2 g mol⁻¹
Net charge: -1
E: -11605.60644 eV
Multiplicity: 2

Last column: Mulliken charge in e.
Geometry (Å):
C -0.787 3.085 -2.563  -1.3160
C 0.741 0.939 0.799  0.0859
C 0.355 0.220 -0.296  -0.0723
C 0.659 2.343 0.909  -0.7018
C 0.011 0.999 -1.432  -0.9014
C 0.147 3.054 -0.191  -0.4763
C -0.165 2.416 -1.375  0.7255
O 1.259 0.411 1.972  -0.2788
H 1.011 -0.526 2.002  0.1021
H 0.421 -0.863 -0.292  0.2604
H 0.977 2.981 1.712  0.4129
H -0.126 0.576 -2.436  0.2356
H 0.094 4.166 -0.131  0.1310
H 0.074 3.405 -3.195  0.2758
H -1.190 4.072 -2.258  0.3029
H -1.573 2.520 -3.040  0.3421
C -0.543 -4.102 0.634  -1.1385
C 0.163 -3.384 1.751  -1.0297
H -1.633 -3.974 0.841  0.2590
H -0.459 -3.691 -0.357  0.3733
H -0.340 -5.185 0.721  0.3515
H 1.225 -3.244 1.570  0.3655
H -0.283 -2.379 1.931  0.2187
H -0.039 -3.841 2.726  0.4727